No. 1
Below is a single C5H8N2S molecule, with properties calculated with ωB97M-V/def2-TZVPD.

The value obtained for the LUMO energy is 0.0341 Ha. Its energy above the lowest of the compared OMol25 structures with the same formula, charge and spin is 91.1 kcal/mol. The HOMO-LUMO gap comes out at 9.43 eV. The net charge is 0. The SMILES is CNn1ccc(S)c1.

Last column: natural (NBO) charge in e.
Cartesian coordinates (Å):
C1 1.2811 2.6554 1.5861  -0.424
C2 -0.5750 -0.1490 1.4790  -0.081
C3 -1.2049 -0.7770 0.4724  -0.320
C4 -0.5314 -0.6932 -0.7417  -0.224
C5 0.5507 0.1739 -0.5130  -0.063
H1 0.8391 3.0861 0.6883  0.220
H2 0.6221 2.8287 2.5085  0.190
H3 2.3777 3.3080 1.5886  0.202
H4 2.1471 0.7877 2.0707  0.363
H5 -0.8189 0.0032 2.6283  0.232
H6 -2.3573 -0.9989 0.4446  0.230
H7 -1.9605 -0.9881 -2.4680  0.101
H8 1.3587 0.2705 -1.2725  0.233
N1 1.7404 1.2762 1.3805  -0.435
N2 0.6194 0.4292 0.8854  -0.233
S1 -0.9906 -1.7184 -2.2342  0.009

Cartesian forces (eV/Å) of the 2 atoms listed first:
3.310 1.559 1.151
2.268 2.135 2.367



No. 2
Below is a single C24H27NO2 molecule, with properties calculated with ωB97M-V/def2-TZVPD.

The value obtained for the LUMO energy is 0.0257 Ha. Its energy above the lowest of the compared OMol25 structures with the same formula, charge and spin is 20.4 kcal/mol. The HOMO-LUMO gap comes out at 8.70 eV. The net charge is 0. The SMILES is COc1cc(CN(C)CCc2ccccc2)ccc1OCc1ccccc1.

Last column: natural (NBO) charge in e.
Cartesian coordinates (Å):
C1 1.3381 3.5530 1.2692  -0.250
H1 0.9958 2.9047 2.0832  0.173
O1 2.1686 2.8633 0.3695  -0.520
C2 1.6397 1.8228 -0.3478  0.318
C3 0.3407 1.3584 -0.1930  -0.314
C4 -0.1498 0.3108 -0.9599  -0.021
C5 0.6758 -0.2841 -1.9000  -0.218
C6 1.9776 0.1530 -2.0497  -0.223
C7 2.4795 1.1974 -1.2870  0.219
O2 3.7709 1.6000 -1.5304  -0.508
C8 4.6606 1.5750 -0.4164  -0.103
C9 4.7445 0.1854 0.1593  0.027
C10 3.9539 -0.1780 1.2416  -0.234
C11 3.9650 -1.4788 1.7134  -0.200
C12 4.7666 -2.4300 1.1066  -0.215
C13 5.5568 -2.0761 0.0261  -0.209
C14 5.5419 -0.7765 -0.4475  -0.226
H2 6.1494 -0.5013 -1.2974  0.212
H3 6.1835 -2.8157 -0.4506  0.212
H4 4.7751 -3.4456 1.4744  0.212
H5 3.3452 -1.7512 2.5555  0.210
H6 3.3285 0.5632 1.7179  0.212
H7 4.3424 2.2935 0.3462  0.196
H8 5.6212 1.8880 -0.8330  0.194
H9 2.6377 -0.3057 -2.7693  0.224
H10 0.2989 -1.1026 -2.4919  0.223
C15 -1.5634 -0.1773 -0.7767  -0.235
N1 -1.5866 -1.6230 -0.6487  -0.449
C16 -0.9839 -2.0669 0.5871  -0.418
H11 -1.0029 -3.1550 0.6255  0.200
H12 -1.4866 -1.6704 1.4825  0.159
H13 0.0545 -1.7356 0.6060  0.214
C17 -2.8430 -2.2572 -0.9654  -0.191
H14 -3.1559 -1.8886 -1.9458  0.192
C18 -4.0139 -2.0875 0.0342  -0.473
C19 -4.5042 -0.6747 0.1497  0.086
C20 -5.0965 -0.0440 -0.9392  -0.252
C21 -5.5308 1.2656 -0.8487  -0.201
C22 -5.3879 1.9656 0.3373  -0.228
C23 -4.8159 1.3433 1.4335  -0.195
C24 -4.3790 0.0340 1.3386  -0.258
H15 -3.9331 -0.4446 2.2003  0.208
H16 -4.7101 1.8792 2.3661  0.210
H17 -5.7264 2.9887 0.4087  0.213
H18 -5.9855 1.7416 -1.7054  0.213
H19 -5.2211 -0.5871 -1.8655  0.208
H20 -4.8296 -2.7224 -0.3218  0.219
H21 -3.7062 -2.4569 1.0137  0.208
H22 -2.6414 -3.3299 -1.0597  0.196
H23 -2.0179 0.3285 0.0907  0.177
H24 -2.1490 0.0928 -1.6610  0.211
H25 -0.3163 1.8182 0.5297  0.215
H26 0.4712 3.9895 0.7634  0.180
H27 1.9533 4.3516 1.6819  0.200

Cartesian forces (eV/Å) of the 2 atoms listed first:
-0.142 0.116 0.164
-0.009 0.027 -0.045



No. 3
Below is a molecular structure, C45H44AsF3N3O2PRbS, with properties calculated with ωB97M-V/def2-TZVPD.

The value obtained for the LUMO energy (alpha / beta) is 0.1356 / 0.1356 Ha. Its energy above the lowest of the compared OMol25 structures with the same formula, charge and spin is 0.0 kcal/mol. The multiplicity is 2. The HOMO-LUMO gap (alpha / beta) comes out at 3.06 / 5.77 eV. The net charge is -2.

Last column: Mulliken spin population.
Cartesian coordinates (Å):
Rb1 -0.2664 -0.6346 2.8189  0.007
O1 -0.8882 -2.0040 5.1144  0.000
N1 0.2170 -2.5143 5.5778  0.000
C1 1.0393 -1.7079 6.2929  0.000
C2 2.2156 -2.1493 6.8387  0.000
C3 2.5728 -3.4848 6.6441  0.000
C4 1.7489 -4.2914 5.9002  0.000
C5 0.5447 -3.8343 5.3168  0.000
S1 -0.4476 -4.8045 4.3362  0.000
H1 0.6883 -0.6895 6.3632  0.000
H2 2.8374 -1.4532 7.3834  0.000
H3 3.4944 -3.8767 7.0575  0.000
H4 1.9994 -5.3253 5.7094  0.000
C6 1.0101 -0.6811 -2.1740  0.082
C7 0.4378 -0.7573 -3.5767  -0.015
As1 1.8122 -0.5656 -4.9699  0.005
C8 2.0727 1.3553 -4.6921  -0.009
C9 3.1906 1.7602 -3.9663  0.004
C10 3.3705 3.0935 -3.6212  -0.002
C11 2.4378 4.0418 -4.0159  0.001
C12 1.3257 3.6495 -4.7491  -0.001
C13 1.1413 2.3148 -5.0783  0.004
C14 0.6333 -0.4444 -6.5299  0.007
C15 -0.6893 -0.8797 -6.5103  -0.006
C16 -1.4719 -0.8130 -7.6573  0.005
C17 -0.9462 -0.3065 -8.8363  -0.001
C18 0.3726 0.1301 -8.8669  0.000
C19 1.1536 0.0537 -7.7246  -0.001
P1 -0.3158 -0.7168 -0.8491  0.089
C20 -1.1729 0.8673 -1.2366  -0.102
C21 -2.5362 0.9869 -0.9541  -0.015
C22 -3.2075 2.1832 -1.1521  -0.017
C23 -2.5316 3.2982 -1.6326  -0.004
C24 -1.1759 3.1989 -1.9090  0.007
C25 -0.5065 1.9975 -1.7129  0.003
C26 -1.4668 -1.9512 -1.3787  0.177
C27 -2.3908 -1.8402 -2.4884  0.200
C28 -3.1050 -2.9251 -2.9361  -0.151
C29 -2.9520 -4.2033 -2.3584  0.443
C30 -2.0226 -4.3418 -1.2869  -0.047
C31 -1.3176 -3.2682 -0.8150  0.038
H5 1.6305 0.2085 -2.0133  -0.002
H6 1.6456 -1.5458 -1.9697  0.012
H7 -0.3015 0.0298 -3.7443  -0.008
H8 -0.0610 -1.7193 -3.7066  0.010
H9 3.9193 1.0216 -3.6511  0.002
H10 4.2330 3.3892 -3.0369  0.000
H11 2.5714 5.0814 -3.7436  0.000
H12 0.5871 4.3835 -5.0484  0.000
H13 0.2555 2.0155 -5.6275  0.000
H14 -1.1243 -1.2718 -5.5982  -0.006
H15 -2.4988 -1.1558 -7.6240  -0.001
H16 -1.5593 -0.2529 -9.7276  0.000
H17 0.7929 0.5275 -9.7832  0.000
H18 2.1832 0.3955 -7.7550  0.000
H19 -3.0731 0.1210 -0.5826  0.132
H20 -4.2670 2.2447 -0.9315  0.000
H21 -3.0572 4.2333 -1.7857  0.000
H22 -0.6277 4.0576 -2.2780  0.001
H23 0.5524 1.9583 -1.9385  -0.001
H24 -2.5460 -0.8752 -2.9603  0.080
H25 -3.8054 -2.7869 -3.7553  -0.006
H26 -3.5093 -5.0524 -2.7326  0.071
H27 -1.8803 -5.3064 -0.8113  0.001
H28 -0.6230 -3.4116 0.0082  0.007
C32 -4.5460 -2.3721 0.5596  -0.016
N2 -4.0354 -1.8862 1.8381  -0.006
C33 -3.0564 -2.7652 2.4694  0.022
C34 -3.9862 -0.5544 2.1275  0.000
O2 -3.0660 -0.0277 2.7460  -0.002
N3 -5.0514 0.2177 1.6634  0.000
C35 -6.4092 -0.2774 1.7815  0.000
C36 -4.9292 1.6418 1.9017  -0.001
H29 -3.7287 -2.7812 -0.0363  0.034
H30 -5.0057 -1.5635 -0.0022  -0.008
H31 -5.2848 -3.1655 0.7150  -0.006
H32 -3.5114 -3.7451 2.6207  -0.004
H33 -2.7349 -2.3910 3.4378  0.000
H34 -2.1836 -2.9122 1.8277  -0.006
H35 -6.4174 -1.3602 1.8464  -0.001
H36 -7.0056 0.0277 0.9171  0.000
H37 -6.8874 0.1224 2.6860  0.000
H38 -3.9232 1.9749 1.6651  0.000
H39 -5.1410 1.9004 2.9468  0.000
H40 -5.6425 2.1616 1.2583  0.000
F1 9.0310 3.9133 4.9951  0.000
C37 8.2329 3.5328 6.0226  0.000
F2 8.9469 2.6448 6.7414  0.000
F3 8.1206 4.6373 6.8034  0.000
C38 6.9179 3.0062 5.5715  0.000
C39 6.1266 3.7899 4.7320  0.000
C40 4.8976 3.3330 4.3083  0.000
C41 4.4012 2.0744 4.7085  0.000
C42 5.2193 1.3055 5.5542  0.000
C43 6.4539 1.7610 5.9775  0.000
C44 3.1330 1.6132 4.2762  -0.001
C45 2.0269 1.2086 3.9040  0.001
H41 6.4860 4.7605 4.4101  0.000
H42 4.2839 3.9378 3.6542  0.000
H43 4.8615 0.3335 5.8673  0.000
H44 7.0645 1.1471 6.6266  0.000

Cartesian forces (eV/Å) of the 2 atoms listed first:
0.151 0.120 0.007
-0.131 0.085 0.017



No. 4
Below is 2 unconnected molecules or ions with the total composition C10H15FNO3S, with properties calculated with ωB97M-V/def2-TZVPD.

The value obtained for the LUMO energy is 0.0779 Ha. The HOMO-LUMO gap comes out at 3.96 eV. The net charge is -1.

Last column: natural (NBO) charge in e.
Cartesian coordinates (Å):
C1 3.4402 0.5458 0.7049  -0.634
C2 2.4775 1.4586 -0.0108  -0.006
C3 2.8184 2.1038 -1.1959  -0.167
C4 1.8957 2.8951 -1.8665  -0.218
C5 0.6160 3.0524 -1.3618  -0.214
C6 0.2570 2.4214 -0.1721  -0.032
C7 -1.1439 2.5611 0.3712  -0.245
N1 -2.0859 1.5832 -0.2131  -0.865
S1 -1.7500 0.0134 0.1390  2.523
O1 -0.8472 -0.4670 -0.8370  -0.875
O2 -1.5179 -0.1877 1.5300  -0.905
F1 -3.1772 -0.5263 -0.2064  -0.471
C8 1.1915 1.6411 0.4938  -0.208
H1 4.4350 0.5869 0.2610  0.209
H2 3.0871 -0.4870 0.6289  0.237
H3 3.4971 0.7968 1.7646  0.217
H4 3.8143 1.9787 -1.6076  0.198
H5 2.1759 3.3891 -2.7907  0.208
H6 -0.1091 3.6581 -1.8949  0.207
H7 -1.1326 2.4885 1.4630  0.204
H8 -1.5378 3.5404 0.0889  0.210
H9 -3.0470 1.7940 0.0208  0.401
H10 0.9004 1.1308 1.4092  0.224
C9 -1.8023 -3.9579 -0.1406  -0.637
C10 -1.7624 -5.0518 0.9540  0.002
O3 -1.8343 -6.3046 0.4940  -0.952
H11 -2.7335 -4.0325 -0.7118  0.175
H12 -1.7399 -2.9497 0.2909  0.146
H13 -0.9654 -4.0823 -0.8339  0.180
H14 -2.5895 -4.7681 1.6748  0.044
H15 -0.8300 -4.8242 1.5542  0.046

Cartesian forces (eV/Å) of the 2 atoms listed first:
-0.181 -0.070 -0.169
0.024 0.033 -0.043